The following is a quantum chemistry calculation of a 8-piece molecular cluster, C12H40O8 overall at a distorted geometry, from OMol25.

Last column: Mulliken charge in e.
CARTESIAN COORDINATES (ANGSTROEM)
C  -10.22  -16.77  -17.38  -1.096
C  -11.61  -17.08  -16.69  -0.056
O  -11.38  -17.63  -15.44  -0.513
H  -9.64  -17.62  -17.74  0.258
H  -9.49  -16.26  -16.75  0.331
H  -10.27  -15.99  -18.14  0.353
H  -12.19  -17.73  -17.34  0.167
H  -12.19  -16.16  -16.57  0.256
H  -12.23  -17.71  -14.99  0.298
C  -12.83  -20.70  -20.71  -1.094
C  -14.03  -21.12  -19.90  -0.143
O  -15.21  -20.74  -20.57  -0.526
H  -11.90  -20.81  -20.15  0.357
H  -12.79  -19.61  -20.83  0.314
H  -12.84  -21.14  -21.71  0.294
H  -14.04  -20.63  -18.93  0.246
H  -14.07  -22.21  -19.84  0.254
H  -15.94  -21.02  -20.02  0.299
C  -7.83  -23.41  -24.79  -1.160
C  -9.03  -22.53  -24.54  -0.104
O  -8.76  -21.55  -23.55  -0.501
H  -8.04  -24.28  -25.42  0.370
H  -7.44  -23.92  -23.91  0.301
H  -6.97  -22.91  -25.24  0.282
H  -9.77  -23.26  -24.21  0.191
H  -9.37  -22.14  -25.50  0.315
H  -9.28  -20.77  -23.77  0.304
C  -5.54  -23.03  -14.45  -0.991
C  -5.82  -22.53  -15.88  -0.187
O  -7.04  -21.90  -15.86  -0.497
H  -6.11  -23.95  -14.35  0.246
H  -5.97  -22.28  -13.78  0.283
H  -4.52  -23.07  -14.08  0.330
H  -5.92  -23.36  -16.58  0.238
H  -5.02  -21.89  -16.26  0.294
H  -7.15  -21.62  -16.77  0.285
C  -4.66  -17.05  -25.36  -0.884
C  -5.32  -18.42  -25.49  -0.277
O  -6.53  -18.20  -26.25  -0.502
H  -5.33  -16.41  -24.78  0.253
H  -4.46  -16.68  -26.37  0.267
H  -3.68  -17.05  -24.89  0.334
H  -5.67  -18.78  -24.52  0.187
H  -4.67  -19.16  -25.94  0.327
H  -6.22  -18.43  -27.13  0.297
C  -3.30  -17.33  -19.27  -0.523
O  -4.70  -17.15  -19.40  -0.496
H  -2.70  -16.44  -19.44  0.242
H  -3.00  -17.63  -18.26  0.249
H  -3.00  -18.10  -19.98  0.221
H  -5.20  -17.96  -19.25  0.303
C  -2.49  -23.28  -21.77  -0.490
O  -3.66  -23.04  -20.94  -0.483
H  -1.76  -23.82  -21.17  0.238
H  -2.74  -23.90  -22.63  0.242
H  -2.10  -22.35  -22.18  0.206
H  -3.83  -23.85  -20.46  0.290
O  -6.89  -20.46  -20.15  -0.623
H  -7.49  -20.58  -20.89  0.309
H  -6.19  -21.09  -20.29  0.312

Properties
- energy above the lowest of the compared OMol25 structures with the same formula, charge and spin (kcal/mol) = 100.7
- E_tot (Eh) = -1082.9624
- gap between HOMO and LUMO (eV) = 10.3
- SMILES = CCO.CCO.CCO.CCO.CCO.CO.CO.O
- E_HOMO (eV) = -10.00